{
  "formula": "C2H2BO3",
  "method": "ωB97M-V with the def2-TZVPD basis set",
  "homo_ev": -4.627,
  "homo_lumo_gap_ev": 8.53,
  "de_lowest_kcal_mol": 12.01,
  "total_charge": -1,
  "max_force_ha_per_bohr": 0.145,
  "elements": ["B", "C", "C", "O", "O", "O", "H", "H"],
  "xyz": [[0.028, -0.205, -1.017], [0.518, 0.606, 0.260], [-0.450, -0.178, 1.042], [-1.179, -0.628, -0.016], [1.151, 1.729, 0.612], [-0.561, -0.526, 2.218], [-0.181, 0.377, -1.900], [0.675, -1.175, -1.199]],
  "forces_ev_per_a": [[0.7, -1.8, 2.9], [3.7, 6.4, 1.0], [-1.8, -1.9, 2.0], [1.1, 0.8, 0.7], [-3.0, -5.6, -1.5], [0.1, 0.7, -1.7], [-1.2, 2.0, -3.2], [0.5, -0.6, -0.2]],
  "nbo_charge": [0.06, 0.30, 0.66, -0.64, -0.60, -0.62, -0.08, -0.08]
}